Entry from the OMol25 dataset: 2 unconnected molecules or ions with the total composition C3H2NOS2 at a distorted geometry (ωB97M-V with the def2-TZVPD basis set).

Structure (XYZ):
```
9
Properties=species:S:1:pos:R:3:forces:R:3
C 1.481 -0.055 0.843 -1.8 0.3 -2.0
C 2.038 0.777 -1.217 1.4 0.1 -0.7
C 0.127 0.688 0.412 -1.8 -1.8 0.1
N 2.361 0.148 -0.165 2.4 -0.3 -0.4
O 1.708 -0.646 1.851 -0.4 -0.3 1.3
S 4.361 1.396 -2.871 -1.3 -0.3 0.7
S 0.384 1.316 -1.241 -0.3 0.6 -0.2
H -0.923 0.141 0.329 2.4 0.7 0.9
H 0.131 1.443 1.171 -0.7 0.8 0.3
```
Forces are in eV/Å.

Its multiplicity is 1. As for the total charge: -1. As for the HOMO-LUMO gap (alpha / beta): 6.3224 / 6.8553 eV. The calculation puts the relative energy (zero: lowest compared OMol25 entry of this formula, charge and spin) at 4.808 eV.



Entry from the OMol25 dataset: a molecular structure, C32H36GeInN8S3Se (ωB97M-V with the def2-TZVPD basis set).

Structure (XYZ):
```
82
Properties=species:S:1:pos:R:3:forces:R:3
In -0.373 -0.223 -0.136 -0.5 -0.1 -0.1
C 0.713 1.805 -4.088 0.0 0.0 0.1
C 0.530 1.417 -2.654 -0.4 -0.3 -0.5
N -0.234 0.447 -2.295 0.1 0.2 0.7
N -0.878 -0.297 -3.190 0.1 -0.3 -0.9
C -1.869 -1.048 -2.752 -0.1 0.3 0.1
N -2.384 -1.916 -3.632 -0.1 0.0 0.0
S -2.605 -0.963 -1.192 0.1 0.1 0.3
C 1.183 2.169 -1.577 0.2 0.3 0.2
C 2.055 3.220 -1.849 -0.1 -0.1 0.0
C 2.641 3.905 -0.799 0.0 -0.1 0.1
C 2.342 3.530 0.501 0.0 0.1 -0.1
C 1.456 2.488 0.693 -0.1 0.0 0.0
N 0.885 1.833 -0.314 0.0 -0.5 0.1
H 0.071 1.183 -4.702 0.0 0.0 0.0
H 0.452 2.853 -4.241 0.0 0.0 0.0
H 1.750 1.662 -4.397 0.0 0.0 0.0
H -2.046 -1.921 -4.580 0.1 0.0 0.0
H -3.194 -2.452 -3.384 0.0 0.0 0.0
H 2.268 3.498 -2.871 0.0 0.0 0.0
H 3.327 4.718 -0.994 0.0 0.0 0.0
H 2.791 4.031 1.346 0.0 0.0 0.0
H 1.188 2.157 1.689 0.0 0.0 0.0
S -0.413 -2.139 1.534 0.0 0.6 0.2
C -0.096 -3.026 0.102 0.2 -0.4 -0.3
N 0.262 -2.424 -0.999 0.1 0.3 0.2
C 0.434 -3.309 -2.049 0.1 -0.3 -0.1
C 0.840 -2.989 -3.343 0.1 0.0 0.1
C 0.979 -4.008 -4.266 0.0 0.1 0.0
C 0.719 -5.336 -3.920 -0.1 -0.1 0.0
C 0.323 -5.670 -2.638 0.0 0.0 0.0
C 0.191 -4.648 -1.708 0.0 0.2 0.1
S -0.270 -4.751 -0.028 0.1 0.2 -0.1
H 1.047 -1.958 -3.594 0.0 0.0 -0.1
H 1.311 -3.781 -5.270 0.0 0.0 0.0
H 0.829 -6.116 -4.662 0.0 0.0 0.0
H 0.131 -6.697 -2.358 0.0 0.0 0.0
C 3.525 -4.351 1.373 0.2 0.1 -0.2
Ge 4.703 -3.405 0.112 0.0 0.2 0.0
C 4.244 -3.739 -1.766 0.1 0.0 0.2
C 6.581 -3.929 0.371 -0.2 0.0 0.0
C 4.666 -1.427 0.403 0.0 -0.2 0.0
Se 3.006 -0.409 0.630 0.2 -0.3 0.1
C 2.771 -0.851 2.512 0.1 0.0 -0.1
H 3.502 -5.410 1.116 0.0 0.0 0.0
H 2.507 -3.967 1.335 -0.1 0.0 0.0
H 3.899 -4.258 2.393 0.0 0.0 0.0
H 4.179 -4.810 -1.959 0.0 0.0 0.0
H 5.021 -3.323 -2.409 0.0 0.0 0.0
H 3.296 -3.285 -2.032 -0.2 0.0 0.0
H 6.685 -4.995 0.164 0.0 0.0 0.0
H 6.930 -3.744 1.386 0.0 0.0 0.0
H 7.225 -3.387 -0.321 0.0 0.0 0.0
H 5.165 -0.960 -0.446 0.0 0.0 0.0
H 5.250 -1.182 1.292 0.1 0.0 0.0
H 2.778 -1.932 2.627 -0.1 0.0 0.0
H 1.812 -0.460 2.841 0.0 0.0 0.1
H 3.582 -0.402 3.082 0.0 0.0 0.0
N -3.782 3.985 5.112 0.2 -0.2 -0.1
C -4.862 4.711 5.550 -0.4 0.1 -0.2
C -5.153 5.341 6.756 0.1 0.0 0.1
C -6.363 5.995 6.834 0.1 0.0 0.1
C -7.266 6.014 5.757 -0.1 0.0 -0.1
C -6.980 5.391 4.563 0.0 0.0 0.0
C -5.749 4.738 4.454 0.2 0.1 0.4
N -5.199 4.061 3.395 0.1 -0.2 -0.3
C -4.039 3.626 3.811 -0.4 0.3 0.2
C -3.153 2.825 2.981 0.3 -0.3 -0.3
C -2.031 2.156 3.473 -0.1 0.1 0.0
C -1.293 1.366 2.617 0.1 -0.1 0.0
N -1.590 1.219 1.325 0.2 -0.2 -0.2
C -2.657 1.867 0.842 0.0 0.1 -0.1
C -3.454 2.672 1.624 0.0 0.1 0.2
H -2.954 3.785 5.643 0.0 0.0 0.0
H -4.466 5.315 7.591 0.0 0.0 0.0
H -6.630 6.506 7.749 0.0 0.0 0.0
H -8.210 6.529 5.877 0.0 0.0 0.0
H -7.674 5.392 3.734 0.0 0.0 0.0
H -1.742 2.220 4.513 0.0 0.0 0.0
H -0.438 0.805 2.980 0.0 0.0 0.0
H -2.877 1.709 -0.207 0.0 0.0 0.0
H -4.320 3.177 1.222 0.0 0.0 -0.1
```
Forces are in eV/Å.

Its multiplicity is 1. As for the total charge: +1. As for the HOMO-LUMO gap: 7.1617 eV. The calculation puts the relative energy (zero: lowest compared OMol25 entry of this formula, charge and spin) at 0.600 eV.



Entry from the OMol25 dataset: C25H34N4O3S in the gas phase at a distorted geometry (ωB97M-V with the def2-TZVPD basis set).

Structure (XYZ):
```
67
Properties=species:S:1:pos:R:3:forces:R:3
O -0.696 -0.428 2.131 -0.2 -0.2 0.2
C -0.001 0.460 1.694 0.4 0.2 -0.1
N -0.426 1.492 0.916 0.2 0.3 -0.1
C -1.702 1.721 0.412 -0.5 -0.1 -0.1
C -2.834 1.138 0.977 0.1 0.0 0.2
C -4.067 1.374 0.408 -0.4 -0.1 0.2
C -4.220 2.192 -0.694 -0.2 0.1 -0.1
C -3.097 2.799 -1.236 0.0 -0.1 0.1
C -1.848 2.561 -0.693 0.0 -0.1 0.1
H -0.973 3.025 -1.124 0.1 0.0 -0.1
H -3.195 3.453 -2.089 0.0 0.1 -0.1
H -5.208 2.351 -1.094 -0.1 0.1 -0.1
S -5.487 0.507 1.079 -0.1 -0.2 -0.2
O -6.673 1.156 0.597 0.3 0.0 -0.2
O -5.303 0.359 2.493 0.3 -0.1 -0.1
N -5.395 -0.982 0.379 -0.3 0.9 0.6
C -6.091 -1.241 -0.851 -0.3 0.3 -0.8
H -6.609 -2.204 -0.765 0.0 0.1 0.1
C -5.184 -1.260 -2.082 -0.1 -0.3 0.2
H -5.799 -1.515 -2.948 0.0 0.1 0.0
C -4.032 -2.257 -1.960 0.1 0.3 -0.1
H -4.422 -3.242 -1.697 0.0 -0.2 -0.1
C -2.984 -1.818 -0.935 0.0 -0.3 0.1
C -3.243 -2.292 0.496 0.0 0.2 -0.1
H -3.048 -3.365 0.554 0.0 0.0 0.1
C -4.673 -2.048 1.019 0.5 -0.3 0.4
H -4.637 -1.799 2.081 0.0 -0.3 0.0
H -5.268 -2.962 0.906 0.0 0.1 0.0
H -2.520 -1.797 1.145 0.0 -0.1 0.1
H -2.006 -2.206 -1.231 0.0 0.1 0.0
H -2.915 -0.728 -0.949 0.1 0.0 0.0
H -3.554 -2.343 -2.939 0.0 -0.1 0.0
H -4.773 -0.260 -2.244 0.0 0.0 -0.1
H -6.840 -0.453 -0.951 -0.1 -0.2 -0.1
H -2.765 0.511 1.849 0.1 -0.1 0.1
H 0.333 2.062 0.551 -0.1 -0.1 0.1
C 1.496 0.565 1.976 0.1 -0.1 0.0
N 2.188 1.196 0.868 0.1 0.0 0.1
C 2.335 0.277 -0.253 0.0 0.0 -0.3
C 2.925 1.030 -1.452 -0.1 -0.1 0.1
N 4.178 1.694 -1.173 0.0 0.0 0.0
C 4.081 2.481 0.035 0.0 0.0 0.2
C 3.492 1.726 1.236 0.2 0.2 0.0
H 3.363 2.423 2.067 0.0 0.0 0.0
H 4.175 0.923 1.556 -0.1 0.1 0.0
H 5.066 2.872 0.291 0.0 0.1 0.0
H 3.421 3.328 -0.187 0.0 0.0 0.1
C 5.401 0.940 -1.385 0.0 0.1 0.0
C 5.678 -0.212 -0.446 0.1 0.0 -0.1
C 5.209 -1.490 -0.732 0.1 0.1 0.0
C 5.423 -2.535 0.150 -0.1 -0.1 0.0
C 6.115 -2.319 1.329 0.0 -0.1 0.1
C 6.605 -1.055 1.615 0.0 0.0 0.1
C 6.389 -0.012 0.731 0.0 -0.1 -0.1
H 6.780 0.971 0.957 0.0 0.1 0.0
H 7.157 -0.882 2.527 0.0 0.0 0.1
H 6.281 -3.133 2.018 0.0 -0.1 0.1
H 5.048 -3.521 -0.085 0.0 -0.1 0.0
H 4.675 -1.668 -1.655 -0.1 0.0 -0.1
H 6.224 1.659 -1.323 0.0 -0.1 -0.1
H 5.360 0.565 -2.413 0.1 0.0 0.0
H 3.058 0.346 -2.291 0.0 0.0 -0.1
H 2.211 1.807 -1.752 -0.1 -0.1 0.0
H 1.349 -0.115 -0.519 0.0 0.0 0.0
H 2.980 -0.573 0.020 -0.1 0.1 0.0
H 1.881 -0.438 2.217 -0.1 0.1 0.0
H 1.610 1.190 2.868 0.0 0.0 0.0
```
Forces are in eV/Å.

Its multiplicity is 1. As for the HOMO-LUMO gap: 9.0582 eV. The SMILES is O=C(CN1CCN(Cc2ccccc2)CC1)Nc1cccc(S(=O)(=O)N2CCCCCC2)c1. The calculation puts the relative energy (zero: lowest compared OMol25 entry of this formula, charge and spin) at 0.435 eV.



Q: The highest relative energy (zero: lowest compared OMol25 entry of this formula, charge and spin) belongs to which entry?
A: C3H2NOS2



Q: Look up the multiplicity of the first one.
A: 1



Q: Look up the relative energy (zero: lowest compared OMol25 entry of this formula, charge and spin) of the second one.
A: 0.600 eV